No. 1
Computed, not measured: one molecule with the formula C18H15N5O3, with ωB97M-V with the def2-TZVPD basis set.

Values from the calculation:
Energy above the lowest of the compared OMol25 structures with the same formula, charge and spin ... 58.24 kcal/mol
HOMO level ... -7.662 eV
SMILES string ... O=C(Cc1ccccc1)Nc1n[nH]c2ccc(-n3c(O)c[nH]c3=O)cc12
Frontier orbital gap ... 0.2900 Ha
Total energy ... -32499.6564 eV

```
! RIJCOSX wB97M-V def2-TZVPD def2/J DEFGRID3
* xyz 0 1
O -0.3507 -0.1218 4.6957
O 3.3916 -1.6290 -3.9347
O -1.0385 -0.2626 -2.9198
N 0.6758 -3.1117 2.2493
N 0.2257 -0.2416 -4.5563
N 0.1166 0.2156 2.4638
N 0.2869 -2.0360 2.9816
N 1.2598 -0.9827 -2.7611
C -1.7660 2.3288 2.4245
C 2.1265 -1.1469 -3.8874
C -2.2668 1.5126 1.4683
C 0.5182 -1.0488 2.1361
C 1.4204 -0.7517 -4.9525
C -1.3832 1.7249 3.7394
C 1.6466 -3.4263 -0.1318
C 1.1021 -2.7252 1.0346
C 1.7006 -2.7835 -1.3638
C 0.0912 -0.4664 -3.2301
C -2.4424 1.9018 0.0891
C -1.6946 4.0406 0.7095
C -1.4350 3.6700 1.9967
C 0.9176 -1.3902 0.8408
C 1.1967 -0.7249 -0.3759
C 1.4412 -1.4310 -1.5211
C -2.1797 3.2373 -0.3227
C -0.3737 0.5919 3.6677
H 1.9703 -4.4085 0.0744
H 1.7063 -0.7991 -5.9190
H -2.2276 3.5226 -1.3144
H 1.0816 0.3174 -0.4974
H -1.0642 2.4661 4.4612
H 3.6818 -1.7707 -2.9959
H -2.6992 0.6242 1.7363
H -1.1120 4.3561 2.8015
H 1.9958 -3.5088 -2.2495
H -1.5384 5.1271 0.4738
H -0.6483 -0.0589 -5.0978
H -2.7623 1.1666 -0.6338
H 0.5428 -4.0979 2.6286
H 0.0876 0.9034 1.7293
H -2.2012 1.2171 4.2629
*
```



No. 2
Computed, not measured: C32H30ClGaN2OPS as an isolated structure, with ωB97M-V with the def2-TZVPD basis set.

Values from the calculation:
Energy above the lowest of the compared OMol25 structures with the same formula, charge and spin ... 0.00 kcal/mol
HOMO level ... -11.100 eV
Frontier orbital gap ... 0.3165 Ha
Total energy ... -123716.1879 eV

```
! RIJCOSX wB97M-V def2-TZVPD def2/J DEFGRID3
* xyz 1 1
Ga 0.2945 -0.6574 -1.0605
Cl -1.1755 -3.2390 1.0649
S -2.0615 -0.8559 -1.5822
P -0.5196 -0.1113 1.3105
O 0.2282 0.7106 -2.5372
N 2.2810 0.4310 -0.8520
N -0.9416 1.0337 -3.1202
C 1.3811 -1.5038 2.7670
C 3.6314 -2.5428 -2.7365
C -4.2565 -0.5009 2.8812
C -4.4834 -1.8584 2.8497
C 1.8839 -1.1935 5.0858
C -1.8370 3.4292 -0.2351
C 1.4501 -2.1474 -1.6880
C 3.2344 -3.8060 -3.0622
C -0.7980 1.6839 1.1098
C 0.2934 0.2507 4.0113
C 2.1308 -1.8484 3.8622
C 2.8954 -0.0560 0.4260
C -0.8591 4.3265 0.1942
C -3.3117 1.7605 -4.3030
C -3.3058 0.9167 -3.2087
C 1.9863 -4.3013 -2.6928
C -2.3694 -2.1308 1.7665
C 0.4936 -0.4348 2.7920
C -2.0884 2.2862 -4.7994
C -2.0951 -0.7713 1.8884
C 2.3546 1.9479 -0.9466
C -3.0839 0.0734 2.4200
C -2.0922 0.4828 -2.6653
C -0.9472 1.9214 -4.1799
C -3.5345 -2.6983 2.2513
C 0.1775 2.6032 1.5296
C -1.8238 2.1120 0.2520
C 0.9727 -0.1463 5.1446
C 1.1125 -3.4815 -1.9887
C 0.1015 3.9069 1.0795
C 3.0246 -0.1828 -1.9882
C 2.7298 -1.6751 -2.0983
H 1.7047 -5.3201 -2.9791
H 1.4831 -2.1120 1.8724
H 2.4289 -1.4896 5.9724
H -3.6328 -3.7643 2.1621
H -2.0547 2.9501 -5.6541
H 2.9269 -1.1413 0.4158
H 2.8106 -2.6981 3.8059
H -0.8740 5.3881 -0.0406
H -5.4005 -2.2656 3.2420
H 2.3274 0.3574 1.2452
H 3.9248 0.2817 0.5196
H 0.8130 4.6407 1.4688
H 1.0156 2.3160 2.1577
H 0.8067 0.3553 6.0914
H -4.2260 0.5658 -2.8176
H 3.3727 2.2723 -1.0738
H -2.9921 1.1342 2.4889
H 4.6440 -2.2291 -3.0609
H 0.0646 2.2474 -4.4448
H 4.0790 -0.0223 -1.8556
H 1.9751 2.3447 -0.0528
H 1.6989 2.1970 -1.7991
H -2.5353 1.3848 -0.1319
H -4.2313 1.9910 -4.7701
H -0.3743 1.1405 4.0019
H 2.6948 0.3012 -2.9207
H 3.9700 -4.4405 -3.5316
H -2.6026 3.6777 -0.9624
H -5.0451 0.1214 3.3528
H 0.1550 -3.9181 -1.6436
*
```



No. 3
Computed, not measured: one molecule with the formula C4H5BO3S, with ωB97M-V with the def2-TZVPD basis set.

Values from the calculation:
Energy above the lowest of the compared OMol25 structures with the same formula, charge and spin ... 75.19 kcal/mol
HOMO level ... -9.158 eV
SMILES string ... O=C1C=CB(O)[C@@H](O)S1
Frontier orbital gap ... 0.3376 Ha
Total energy ... -21881.8263 eV

```
! RIJCOSX wB97M-V def2-TZVPD def2/J DEFGRID3
* xyz 0 1
S 0.7494 -1.6511 -0.6782
O -0.5296 -1.3169 -2.8296
O -0.4736 1.0619 1.8780
O 0.6524 -1.6351 1.9521
C -0.2409 -0.7352 -1.8064
C -0.6678 0.7200 -1.7365
C -0.5955 1.5146 -0.6769
C 1.1609 -0.8515 0.9120
B 0.0441 0.7117 0.7495
H 2.2288 -0.5492 1.0334
H -0.0384 0.8104 2.6759
H -1.1200 1.1661 -2.6298
H -0.8340 2.4918 -0.8172
H -0.3355 -1.7375 1.9737
*
```



No. 4
Computed, not measured: C27H42AuBr2NO3Si as an isolated structure, with ωB97M-V with the def2-TZVPD basis set.

Values from the calculation:
Energy above the lowest of the compared OMol25 structures with the same formula, charge and spin ... 0.98 kcal/mol
HOMO level ... -13.751 eV
Frontier orbital gap ... 0.1900 Ha
Total energy ... -187953.1144 eV

```
! RIJCOSX wB97M-V def2-TZVPD def2/J DEFGRID3
* xyz 2 1
Au 0.3556 -0.8392 -2.7591
Br -0.1476 -0.7106 0.3195
Br 1.1380 -3.2242 -2.2173
Si -0.2163 -0.4490 2.6663
O 4.9649 3.1767 -3.9545
O -0.7598 0.7839 -2.9002
O 1.8571 0.2398 -2.2216
N -1.0737 -2.2131 -3.2742
C -4.3495 -3.0220 -4.8810
C 1.5076 0.8445 4.4907
C -1.2657 2.2064 2.5517
C -2.8994 0.4367 2.0721
C -0.3037 1.9976 -2.8674
C 1.0342 2.3511 -3.0621
C 2.6900 3.9566 -3.8217
C -0.5358 -2.2215 3.3004
C -0.2499 -2.2758 4.8123
C -1.6672 0.7719 2.9306
C -0.5619 -3.4187 -3.0611
C -2.0929 0.7670 4.4098
C -1.9954 -2.6384 3.0651
C 2.0866 1.3962 -2.8684
C 0.3324 -3.2811 2.6024
C -3.0019 -3.1864 -4.2472
C -1.1872 -4.5826 -3.4156
C -1.3927 2.9720 -2.5720
C 5.3981 4.4477 -4.4771
C 3.6982 2.9753 -3.6762
C 2.5917 -0.8370 2.9980
C 1.5143 0.2554 3.0681
C 1.9584 1.3599 2.0931
C -2.4321 -4.4405 -4.0227
C 1.3997 3.6480 -3.5190
C -2.2656 -2.0719 -3.8574
C 3.3814 1.6908 -3.2009
H -2.5146 -0.1888 4.7196
H -1.0847 3.9990 -2.7276
H -0.8178 -1.5376 5.3795
H 4.1651 0.9666 -3.0326
H -2.2780 -2.5591 2.0128
H 0.8486 1.7070 4.5828
H -2.1132 -3.6844 3.3604
H -4.2993 -2.3506 -5.7378
H -2.2841 2.7435 -3.1534
H -5.0581 -2.6014 -4.1667
H -0.5341 -3.2622 5.1889
H 0.1129 -3.3340 1.5344
H -2.1465 2.8481 2.6405
H -4.7400 -3.9780 -5.2204
H -2.8699 1.5231 4.5514
H 1.3998 -3.1183 2.7287
H -1.6422 2.8382 -1.5152
H 0.6400 4.3968 -3.6881
H 1.2917 2.2187 2.0783
H 6.4544 4.3227 -4.6846
H 2.9295 4.9438 -4.1849
H 4.8634 4.6782 -5.3972
H -3.3388 -0.5307 2.3033
H 1.2194 0.1156 5.2495
H -0.4991 2.6235 3.2025
H -2.6207 -1.0591 -3.9958
H -0.9120 2.2705 1.5193
H -2.9688 -5.3290 -4.3304
H 3.5700 -0.3715 3.1447
H 2.5183 1.1830 4.7342
H -0.7352 -5.5479 -3.2384
H -2.7005 -2.0585 3.6589
H 2.9430 1.7174 2.4070
H 5.2537 5.2266 -3.7297
H 0.0981 -4.2573 3.0359
H -2.6682 0.4584 1.0062
H -1.2747 1.0114 5.0884
H 0.8074 -2.1374 5.0380
H 2.0551 0.9805 1.0744
H -3.6642 1.1947 2.2622
H 2.4775 -1.5938 3.7728
H 2.6071 -1.3333 2.0251
*
```



No. 5
Computed, not measured: one molecule with the formula C16H25N3O3S, with ωB97M-V with the def2-TZVPD basis set.

Values from the calculation:
Energy above the lowest of the compared OMol25 structures with the same formula, charge and spin ... 10.52 kcal/mol
HOMO level ... -8.326 eV
SMILES string ... CC(C)Cc1c(O)nc(SCC(=O)N2CCCCCC2)[nH]c1=O
Frontier orbital gap ... 0.3231 Ha
Total energy ... -38447.5638 eV

```
! RIJCOSX wB97M-V def2-TZVPD def2/J DEFGRID3
* xyz 0 1
S -0.8752 -2.5364 1.3529
O 1.9612 0.4198 4.0566
O 2.0056 0.8672 -0.6571
O -2.1828 -0.2925 0.0310
N 0.7094 -0.8876 2.6985
N -1.1748 -0.5012 -1.9700
N 0.7508 -0.7146 0.3861
C 1.1379 3.5247 2.4146
C -1.5908 -2.1904 -3.7573
C 0.3065 -1.2596 1.4724
C 3.0188 1.9586 1.8098
C -2.9978 -1.5905 -3.8311
C -1.5636 -0.9706 -0.7629
C 2.3292 3.2949 1.4891
C -2.9638 0.8372 -3.0447
C 1.6339 0.1576 2.9191
C 3.3359 4.4340 1.6211
C 1.6185 0.3236 0.5101
C -1.6091 0.8360 -2.3350
C -3.0383 -0.1138 -4.2408
C -0.5850 -1.2819 -3.0318
C 2.0835 0.7923 1.7073
C -1.1972 -2.4153 -0.4296
H 1.4517 3.4672 3.4543
H -1.6847 1.4193 -1.4148
H -0.1687 -0.5702 -3.7487
H 0.3309 -1.3382 3.5236
H -3.4883 -1.6949 -2.8609
H 0.3691 2.7726 2.2502
H 3.7031 4.4953 2.6432
H 1.5485 0.3940 -1.3655
H 3.8491 1.8159 1.1145
H -3.9820 0.0778 -4.7554
H 2.8721 5.3842 1.3655
H 0.7003 4.5048 2.2362
H -2.2347 0.1025 -4.9475
H 4.1845 4.2773 0.9587
H -0.8439 1.2831 -2.9756
H 3.4053 1.9871 2.8298
H -3.1699 1.8564 -3.3763
H -3.7334 0.5592 -2.3224
H 1.9733 3.2565 0.4541
H -1.2150 -2.3701 -4.7663
H 0.2491 -1.8782 -2.6511
H -0.3177 -2.7815 -0.9504
H -2.0494 -3.0681 -0.6193
H -3.5717 -2.1825 -4.5466
H -1.6544 -3.1571 -3.2545
*
```



No. 6
Computed, not measured: a 2-piece molecular cluster, C5H9NO2 overall, with ωB97M-V with the def2-TZVPD basis set.

Values from the calculation:
Energy above the lowest of the compared OMol25 structures with the same formula, charge and spin ... 82.40 kcal/mol
HOMO level ... -9.450 eV
SMILES string ... C=CC(N)=O.CC=O
Frontier orbital gap ... 0.3679 Ha
Total energy ... -10913.0024 eV

```
! RIJCOSX wB97M-V def2-TZVPD def2/J DEFGRID3
* xyz 0 1
O -1.2542 -0.3504 1.1717
O 1.0388 1.3340 0.3378
N 2.5194 -0.2189 0.8569
C -1.8131 1.7215 -0.0645
C 0.3139 -1.9929 -0.7592
C -1.8024 0.2458 0.2124
C 0.7786 -0.7396 -0.8458
C 1.2709 0.1475 0.3975
H 3.0512 0.5171 1.2997
H 2.7203 -1.1762 1.0918
H -2.8108 -0.1537 -0.0237
H -0.8310 2.1381 -0.2680
H 1.5387 -0.6574 -1.6216
H -0.4767 -2.1787 -0.0477
H -2.3433 1.9361 -0.9937
H -2.3766 2.2141 0.7290
H 0.4764 -2.7867 -1.4725
*
```